This record from the OMol25 dataset describes a structure of composition C28H72AgN5O9 in a non-equilibrium geometry. The level of theory is ωB97M-V with the def2-TZVPD basis set.

Each line ends with the Mulliken spin population.
Atoms and positions in Å:
Ag1 -5.62468 -6.10951 12.23050  0.000
C1 -4.68949 1.03657 12.79856  0.039
C2 -4.68531 -0.28666 13.56871  -0.023
O1 -4.68592 -1.41257 12.74995  0.900
H1 -5.38654 1.14891 11.96814  -0.003
H2 -3.76659 1.47766 12.42200  -0.001
H3 -4.98387 1.72477 13.59091  0.002
H4 -5.49832 -0.19113 14.28843  0.011
H5 -3.78382 -0.33178 14.17976  0.075
C3 6.53976 -6.33381 24.13910  0.000
O2 5.40579 -5.79105 23.42189  0.000
C4 5.70637 -5.23277 22.11916  0.000
C5 4.51159 -4.31346 21.61804  0.000
N1 4.16493 -3.23362 22.49982  0.000
C6 2.77329 -2.76110 22.38778  0.000
C7 2.42794 -2.14901 21.03948  0.000
O3 1.15790 -1.50659 20.96524  0.000
C8 0.11731 -2.37469 20.86906  0.000
H6 7.02969 -7.08176 23.51570  0.000
H7 6.08499 -6.80354 25.01123  0.000
H8 7.28043 -5.60074 24.45867  0.000
H9 5.92581 -6.04379 21.42475  0.000
H10 6.56340 -4.59537 22.33669  0.000
H11 3.67247 -4.85746 21.18440  0.000
H12 4.94012 -3.90264 20.70388  0.000
H13 4.50750 -3.52590 23.40388  0.000
H14 2.55163 -1.99627 23.13209  0.000
H15 2.02374 -3.52958 22.57672  0.000
H16 2.59274 -2.99408 20.37105  0.000
H17 3.15507 -1.39992 20.72603  0.000
H18 -0.76725 -1.74080 20.80711  0.000
H19 -0.00494 -2.79767 21.86618  0.000
H20 0.21557 -2.93084 19.93678  0.000
C9 -8.70066 -6.62330 13.83344  0.000
O4 -7.56246 -5.88676 14.19646  0.000
C10 -7.57700 -5.56714 15.67539  0.000
C11 -6.41268 -6.34485 16.38020  0.000
N2 -5.22923 -6.10224 15.60531  0.000
C12 -4.09223 -6.94061 16.10000  0.000
C13 -2.82694 -6.62969 15.29450  0.000
O5 -3.06926 -6.96540 13.88410  0.000
C14 -2.01971 -7.65605 13.23602  0.000
H21 -9.34569 -5.76524 13.64430  0.000
H22 -9.05517 -7.21206 14.67949  0.000
H23 -8.59797 -7.29455 12.98082  0.000
H24 -8.50093 -5.74789 16.22473  0.000
H25 -7.23802 -4.54883 15.86575  0.000
H26 -6.73790 -7.38307 16.44661  0.000
H27 -6.33734 -5.91256 17.37797  0.000
H28 -5.06572 -5.10633 15.64459  0.000
H29 -4.34326 -7.98770 15.93064  0.000
H30 -3.97397 -6.85416 17.18012  0.000
H31 -1.90010 -7.00782 15.72588  0.000
H32 -2.76392 -5.55352 15.13329  0.000
H33 -1.14808 -7.01454 13.10626  0.000
H34 -2.31005 -7.87731 12.20897  0.000
H35 -1.70701 -8.56525 13.74951  0.000
C15 2.32425 -3.13499 0.51780  0.000
O6 1.71570 -2.21736 1.40467  0.000
C16 2.26644 -2.26900 2.71185  0.000
C17 1.55145 -1.30395 3.65160  0.000
N3 0.35170 -2.04862 3.94016  0.000
C18 -0.67519 -1.22070 4.62693  0.000
C19 -0.61549 -1.18859 6.20430  0.000
O7 0.63891 -0.65981 6.64659  0.000
C20 0.74145 -0.71986 8.03242  0.000
H36 3.41267 -3.08503 0.48714  0.000
H37 1.75918 -2.97306 -0.40013  0.000
H38 2.00193 -4.12313 0.84610  0.000
H39 3.25552 -1.88665 2.45962  0.000
H40 2.33900 -3.29806 3.06379  0.000
H41 1.30633 -0.39045 3.10982  0.000
H42 2.15485 -1.03338 4.51809  0.000
H43 0.11717 -2.37644 3.01409  0.000
H44 -1.53078 -1.81266 4.30190  0.000
H45 -0.81809 -0.22884 4.19813  0.000
H46 -0.78985 -2.11539 6.75085  0.000
H47 -1.38408 -0.54840 6.63734  0.000
H48 0.26131 0.14435 8.49145  0.000
H49 1.81665 -0.63422 8.18964  0.000
H50 0.54649 -1.64576 8.57352  0.000
C21 -11.06711 0.63042 9.42224  0.000
C22 -10.94607 -0.53601 8.37531  0.000
C23 -11.66850 -0.46466 7.03699  0.000
O8 -12.98256 -0.65323 7.42173  0.000
C24 -13.56143 -1.85867 7.14353  0.000
N4 -9.52597 -0.59354 8.11191  0.000
H51 -10.73372 1.58254 9.00942  0.000
H52 -10.39133 0.41037 10.24868  0.000
H53 -12.11901 0.57507 9.70248  0.000
H54 -11.12756 -1.52765 8.78980  0.000
H55 -11.27001 -1.26810 6.41749  0.000
H56 -11.45508 0.51494 6.60928  0.000
H57 -13.52254 -2.44788 8.05972  0.000
H58 -13.05004 -2.48110 6.40925  0.000
H59 -14.62965 -1.81032 6.93221  0.000
H60 -9.16367 0.00495 7.38344  0.000
H61 -9.02792 -0.37235 8.96227  0.000
C25 -3.88178 5.58398 17.38540  0.000
C26 -3.18873 6.69096 18.23245  0.000
C27 -2.30098 7.78350 17.50586  0.000
O9 -1.26137 7.19025 16.77357  0.000
C28 -0.25750 6.33524 17.26731  0.000
N5 -4.16746 7.37823 19.01767  0.000
H62 -4.39931 4.90621 18.06429  0.000
H63 -3.12398 5.04408 16.81766  0.000
H64 -4.37139 5.86747 16.45373  0.000
H65 -2.41509 6.13001 18.75678  0.000
H66 -1.79880 8.51382 18.14034  0.000
H67 -2.78486 8.36255 16.71932  0.000
H68 -0.53639 5.33854 17.60922  0.000
H69 0.32922 6.83516 18.03798  0.000
H70 0.18210 6.26036 16.27271  0.000
H71 -4.55515 8.16863 18.52263  0.000
H72 -4.89886 6.68619 19.09659  0.000

Atomic forces in eV per Å
0.01 0.02 1.34
0.19 1.09 0.39
-0.01 0.19 -1.48
-0.09 0.48 0.89
-0.32 -0.53 0.28
0.43 -0.74 0.08
-0.27 0.44 -0.21
-0.40 -0.81 0.04
0.47 -0.20 0.02
-1.20 -0.03 -0.73
0.17 0.10 -0.09
-1.33 0.72 1.74
1.75 -0.82 -1.21
-0.20 0.03 -0.21
-0.10 0.52 1.13
1.05 0.15 -0.20
2.70 0.87 -0.08
-1.61 0.74 0.56
0.13 -0.17 0.07
0.28 -0.04 -0.02
-0.11 0.35 -0.13
0.06 0.19 -0.25
0.29 0.18 -0.78
-0.40 -0.62 0.71
0.28 0.26 -0.33
-0.83 0.43 0.50
0.44 0.05 0.27
0.03 -0.58 0.06
-0.78 0.06 -0.91
0.08 0.09 0.31
-0.26 -0.01 -0.42
-0.16 -1.50 -0.44
-0.28 -0.96 0.43
-1.25 1.00 0.50
1.61 0.18 2.19
2.37 -0.57 -0.40
-2.01 0.54 -0.96
0.88 -1.49 -0.03
-0.12 0.49 -0.90
-1.21 1.18 -1.24
-0.18 -0.97 0.45
0.52 0.34 -0.34
-1.33 -0.93 -0.51
-0.18 -0.11 -0.13
0.43 0.28 -0.11
-0.32 -0.05 -0.77
-0.67 0.46 -0.87
0.67 -0.24 -0.04
-0.08 -0.23 0.41
0.65 0.10 0.14
-0.20 -0.03 -0.15
0.40 0.31 0.14
-0.11 -0.33 -0.30
0.44 0.31 1.07
0.24 0.14 0.30
-0.37 -0.25 0.15
-0.18 -0.09 0.05
-1.76 -0.28 0.53
-1.00 0.18 0.14
2.13 1.52 -1.16
0.45 -1.21 -0.83
0.16 1.37 1.91
-0.52 -2.16 0.04
0.55 0.61 -0.76
-0.81 -1.03 -0.72
1.94 0.86 0.43
0.01 0.29 -0.27
0.83 0.08 -0.41
0.44 -0.50 0.01
0.77 -0.17 1.01
-0.21 -0.01 0.33
0.22 0.32 -0.20
-0.12 -0.30 0.09
-1.25 0.00 0.16
-0.85 0.45 0.69
0.38 0.31 0.16
0.18 -0.72 -0.71
-0.47 0.45 -0.50
-0.31 -0.11 0.27
0.13 0.45 0.34
-0.89 -0.38 -0.53
-1.44 -1.62 -1.08
2.66 0.99 0.26
0.91 0.05 2.10
-1.35 1.82 -1.20
-0.55 -1.98 0.89
1.73 -0.88 -0.45
-0.41 -0.01 -0.23
-0.33 -0.16 0.20
0.04 0.88 0.62
-0.78 0.20 0.45
-0.11 0.03 -0.28
-0.48 0.09 -0.42
-0.01 -0.45 0.28
0.06 0.34 -0.45
0.08 0.50 -0.42
-0.28 0.22 -0.07
0.28 -0.02 -0.18
1.95 0.45 -1.29
0.90 0.98 -2.06
0.28 -1.33 -0.26
-0.86 -0.25 -0.96
-0.27 0.72 -0.88
-0.23 -0.44 1.06
-0.27 0.05 -0.37
0.66 -0.70 0.72
-1.28 0.77 0.67
-0.30 0.13 1.05
-0.63 -0.05 0.98
-0.71 -0.06 0.21
-0.51 -0.02 0.11
0.39 -0.06 -0.08
1.46 -0.70 0.68
0.01 0.04 -0.15
-0.59 0.48 0.57

Calculated values
Multiplicity: 2
Total charge: +1
Kohn-Sham gap (alpha / beta) (Ha): 0.163 / 0.163
LUMO energy (alpha / beta) (eV): -5.4 / -5.4